Record 1
{
  "formula": "C12H29AlF4N4P2S",
  "method": "ωB97M-V/def2-TZVPD",
  "orbital_gap_ev": 8.15,
  "spin_multiplicity": 1,
  "lumo_energy_ev": -1.0184,
  "charge": 0,
  "total_energy_ha": -2416.70137,
  "elements": ["C", "C", "C", "C", "P", "C", "C", "C", "C", "N", "C", "N", "N", "C", "C", "C", "N", "P", "S", "H", "H", "H", "H", "H", "H", "H", "H", "H", "H", "H", "H", "H", "H", "H", "H", "H", "H", "H", "H", "H", "H", "H", "H", "H", "H", "H", "H", "H", "F", "Al", "F", "F", "F"],
  "xyz": [[1.308, 2.165, 2.738], [1.221, 3.163, 1.587], [2.195, 2.914, 0.419], [1.585, 2.130, -0.769], [2.313, 0.503, -1.081], [1.310, -0.382, -2.276], [-0.073, -0.673, -1.646], [-1.265, 0.142, -2.138], [-2.547, -0.510, -1.578], [-2.391, -1.004, -0.203], [-2.394, -0.145, 0.915], [-2.521, -0.533, 2.111], [-2.167, 1.246, 0.688], [2.605, -0.433, 0.442], [1.835, -1.752, 0.549], [0.900, -1.932, 1.712], [2.064, -2.590, -0.367], [4.321, 0.910, -1.948], [5.651, -0.396, -1.492], [0.818, 1.216, 2.501], [0.799, 2.552, 3.620], [2.347, 1.961, 3.015], [1.412, 4.166, 1.971], [0.195, 3.180, 1.211], [2.531, 3.879, 0.039], [3.095, 2.410, 0.790], [0.508, 1.995, -0.655], [1.730, 2.668, -1.713], [1.257, 0.228, -3.184], [1.834, -1.308, -2.517], [-0.022, -0.558, -0.559], [-0.293, -1.730, -1.800], [-1.301, 0.142, -3.231], [-1.172, 1.188, -1.839], [-2.719, -1.410, -2.170], [-3.432, 0.121, -1.722], [-3.133, -1.693, -0.052], [-2.677, -1.541, 2.156], [-1.189, 1.486, 0.722], [-2.583, 1.580, -0.170], [3.677, -0.665, 0.454], [2.389, 0.240, 1.273], [1.048, -2.917, 2.158], [-0.139, -1.880, 1.366], [1.034, -1.182, 2.490], [1.544, -3.457, -0.224], [3.952, 1.089, -3.293], [4.499, 2.238, -1.515], [-4.478, -3.123, -0.033], [-6.030, -3.380, 0.657], [-5.876, -3.092, 2.308], [-6.508, -4.959, 0.347], [-7.068, -2.265, -0.060]],
  "forces_ev_per_a": [[-0.071, -0.150, -0.025], [0.098, 0.013, 0.004], [-0.076, -0.012, -0.057], [0.161, 0.013, 0.046], [0.029, -0.025, 0.024], [-0.132, 0.101, -0.116], [0.026, -0.057, -0.059], [0.033, -0.107, 0.025], [0.326, -0.011, -0.026], [-1.111, 0.299, 0.097], [0.181, 0.173, -0.214], [0.129, -0.094, 0.113], [-0.115, -0.101, -0.169], [-0.127, 0.030, 0.141], [0.144, 0.080, -0.018], [-0.057, -0.071, 0.054], [0.033, -0.136, -0.023], [0.135, -0.205, 0.171], [-0.046, 0.061, -0.059], [0.039, 0.017, -0.012], [-0.001, -0.019, -0.030], [-0.046, 0.048, 0.002], [0.025, -0.038, 0.030], [-0.006, 0.133, -0.023], [0.010, -0.049, -0.048], [-0.028, 0.082, 0.037], [-0.039, -0.053, -0.002], [-0.121, 0.010, 0.042], [-0.062, 0.011, 0.058], [0.029, 0.040, 0.038], [-0.053, -0.074, -0.063], [0.036, 0.015, 0.059], [-0.076, -0.066, 0.026], [0.002, 0.020, 0.019], [-0.121, 0.028, 0.027], [0.122, 0.098, 0.038], [0.225, -0.551, 0.006], [-0.014, 0.027, -0.002], [0.062, 0.098, 0.172], [0.108, -0.039, -0.043], [-0.049, 0.007, -0.039], [0.029, -0.024, -0.004], [-0.031, 0.005, -0.048], [0.054, 0.045, 0.022], [0.007, -0.006, -0.038], [0.010, 0.034, 0.026], [-0.019, 0.055, -0.020], [-0.028, 0.049, -0.073], [0.336, 0.234, -0.062], [-0.035, 0.053, 0.017], [0.055, 0.010, 0.048], [0.024, -0.051, -0.030], [-0.004, 0.048, -0.040]]
}

***

Record 2
{
  "formula": "C12H29BO4S4",
  "method": "ωB97M-V/def2-TZVPD",
  "orbital_gap_ev": 8.45,
  "spin_multiplicity": 1,
  "lumo_energy_ev": -0.1238,
  "charge": 0,
  "total_energy_ha": -2392.88011,
  "elements": ["C", "C", "B", "C", "C", "H", "H", "H", "H", "H", "C", "S", "O", "C", "H", "H", "H", "H", "H", "H", "C", "S", "O", "C", "H", "H", "H", "H", "H", "H", "C", "S", "O", "C", "H", "H", "H", "H", "H", "H", "C", "S", "O", "C", "H", "H", "H", "H", "H", "H"],
  "xyz": [[-2.945, 0.664, 3.839], [-4.064, -0.044, 3.935], [-5.545, -0.756, 3.923], [-6.781, 0.095, 4.545], [-7.478, 1.045, 3.709], [-2.265, 1.602, 3.891], [-5.735, -1.850, 3.506], [-7.128, -0.030, 5.650], [-8.545, 1.423, 3.975], [-6.894, 1.443, 2.786], [-1.174, -0.699, 0.682], [-0.090, 0.696, 0.311], [-0.401, 1.150, -1.082], [1.435, -0.269, 0.239], [-2.202, -0.335, 0.736], [-1.097, -1.451, -0.107], [-0.894, -1.134, 1.643], [1.348, -1.047, -0.521], [1.629, -0.717, 1.215], [2.257, 0.401, -0.021], [5.627, -1.974, -0.951], [5.121, -3.383, 0.058], [3.626, -3.384, 0.111], [5.718, -2.710, 1.625], [5.317, -2.157, -1.982], [5.149, -1.063, -0.586], [6.713, -1.870, -0.914], [5.235, -1.753, 1.827], [6.801, -2.582, 1.577], [5.473, -3.416, 2.420], [4.364, 3.307, -2.548], [4.372, 1.590, -1.988], [5.264, 1.511, -0.790], [5.297, 0.942, -3.398], [3.863, 3.915, -1.793], [5.389, 3.662, -2.677], [3.820, 3.381, -3.491], [6.262, 1.445, -3.474], [4.721, 1.094, -4.313], [5.456, -0.126, -3.246], [-5.809, -0.447, -1.691], [-4.129, -0.147, -1.098], [-4.237, 0.604, 0.192], [-3.688, 1.043, -2.382], [-6.298, -1.144, -1.008], [-6.369, 0.489, -1.715], [-5.770, -0.887, -2.689], [-4.381, 1.886, -2.363], [-3.719, 0.553, -3.358], [-2.675, 1.400, -2.188]],
  "forces_ev_per_a": [[-6.021, -2.239, 0.759], [4.790, 3.462, -0.753], [1.390, 2.171, 0.969], [-1.731, 2.513, -1.471], [1.834, -1.900, 1.888], [-1.363, -2.393, -0.153], [0.204, 0.002, 0.008], [0.246, -0.287, -2.247], [2.327, -0.366, -0.414], [-1.609, -0.968, 1.366], [-0.063, -0.046, -0.056], [-0.067, -0.228, -0.014], [0.031, -0.186, 0.153], [0.069, 0.030, -0.121], [0.150, 0.128, 0.118], [0.123, 0.091, -0.020], [0.030, 0.092, -0.029], [-0.050, 0.040, 0.054], [-0.060, 0.033, -0.050], [-0.125, 0.015, 0.039], [-0.089, 0.112, 0.011], [-0.247, 0.025, 0.011], [0.441, 0.154, 0.012], [-0.033, 0.084, 0.093], [-0.017, -0.164, 0.128], [0.053, -0.043, 0.058], [-0.051, -0.029, 0.030], [-0.014, -0.046, -0.098], [-0.057, -0.035, -0.049], [-0.018, -0.012, -0.168], [0.065, 0.101, 0.010], [0.100, 0.078, 0.063], [-0.146, 0.010, -0.368], [0.119, 0.003, -0.052], [0.016, -0.167, -0.020], [-0.019, -0.106, 0.048], [-0.012, -0.072, 0.072], [-0.059, 0.017, 0.083], [-0.027, -0.006, 0.090], [-0.081, 0.125, 0.058], [-0.129, 0.022, 0.055], [-0.086, 0.256, -0.128], [-0.099, -0.158, -0.335], [0.066, 0.148, -0.015], [0.132, 0.056, -0.012], [0.102, -0.008, 0.039], [0.069, 0.010, 0.061], [-0.046, -0.098, 0.088], [-0.009, -0.056, 0.084], [-0.028, -0.167, 0.125]]
}

***

Record 3
{
  "formula": "C12H29F6N11O6S2Ti",
  "method": "ωB97M-V/def2-TZVPD",
  "orbital_gap_ev": [5.87, 5.94],
  "spin_multiplicity": 2,
  "lumo_energy_ev": [-10.6198, -10.5564],
  "charge": 3,
  "total_energy_ha": -3772.35874,
  "de_lowest_kcal_mol": 0.0,
  "elements": ["Ti", "N", "N", "C", "N", "N", "N", "O", "O", "H", "H", "H", "H", "H", "F", "C", "F", "F", "S", "O", "O", "N", "S", "O", "O", "C", "F", "F", "F", "C", "N", "C", "C", "N", "N", "C", "C", "H", "H", "H", "H", "H", "H", "H", "H", "H", "H", "H", "H", "H", "N", "C", "C", "N", "C", "C", "H", "H", "H", "H", "H", "H", "H", "H", "H", "H", "H"],
  "xyz": [[1.069, 0.489, -0.046], [0.876, 0.750, 2.665], [2.173, 1.127, 3.194], [3.191, 1.260, 2.309], [4.383, 1.810, 2.634], [2.781, 1.020, 0.987], [3.616, 0.501, 0.040], [2.806, 0.549, -1.086], [4.832, 0.486, 0.108], [0.203, 1.481, 2.981], [0.538, -0.108, 3.133], [2.350, 1.141, 4.221], [4.493, 2.202, 3.555], [5.141, 1.973, 1.995], [-1.317, 3.672, -4.285], [-1.143, 2.404, -3.829], [-1.145, 1.521, -4.864], [-2.184, 2.064, -3.005], [0.438, 2.004, -2.843], [0.134, 0.862, -1.937], [1.519, 1.746, -3.791], [0.754, 3.350, -2.094], [0.252, 3.629, -0.628], [-1.072, 4.284, -0.565], [0.452, 2.508, 0.307], [1.488, 4.933, -0.121], [1.097, 5.365, 1.089], [1.505, 5.926, -0.994], [2.732, 4.352, -0.047], [-2.561, -1.543, -2.201], [-2.556, -1.313, -0.771], [-3.300, -2.268, 0.053], [-2.239, -0.122, -0.166], [-1.075, -0.059, 0.487], [-3.281, 0.770, -0.064], [-4.612, 0.645, -0.735], [-3.099, 1.991, 0.687], [-3.622, -1.702, -2.514], [-1.930, -2.403, -2.496], [-2.145, -0.661, -2.722], [-2.853, -2.335, 1.066], [-3.275, -3.241, -0.404], [-4.389, -1.984, 0.106], [-1.128, 0.696, 1.205], [-4.849, -0.392, -0.948], [-4.717, 1.308, -1.578], [-5.398, 1.031, -0.031], [-2.798, 1.819, 1.726], [-4.074, 2.479, 0.720], [-2.382, 2.722, 0.238], [1.730, -4.703, 0.894], [0.793, -3.870, 1.727], [1.110, -2.370, 1.554], [1.180, -1.930, 0.118], [2.099, -2.775, -0.684], [1.746, -4.249, -0.554], [1.471, -5.697, 0.943], [2.652, -4.678, 1.339], [0.896, -4.118, 2.780], [-0.248, -4.029, 1.417], [2.062, -2.115, 2.069], [0.288, -1.833, 2.074], [0.200, -2.068, -0.202], [3.136, -2.557, -0.399], [2.007, -2.477, -1.742], [2.486, -4.880, -1.116], [0.714, -4.394, -0.962]],
  "forces_ev_per_a": [[-3.441, 0.412, 0.104], [0.101, 0.317, 1.008], [0.315, -0.499, 0.012], [0.530, 1.256, -0.623], [-2.387, -1.177, 0.141], [1.387, -1.665, 1.333], [0.364, 4.395, -1.638], [3.092, -1.753, 1.995], [-2.941, -1.146, -0.580], [0.675, -0.309, -0.507], [0.594, 0.498, -0.170], [-0.339, 0.217, -1.122], [0.135, -0.025, 0.263], [0.040, -0.206, -0.508], [0.922, -2.498, 1.239], [-1.660, -0.708, -1.131], [0.085, 1.359, 1.250], [0.958, 0.649, -0.640], [3.291, 1.083, -3.131], [-0.059, -0.227, 0.877], [-2.442, 0.183, 1.602], [-0.281, -0.713, 1.165], [-2.869, 3.366, -1.461], [2.873, -1.719, 0.250], [0.520, -1.235, 0.466], [0.636, 0.224, 0.172], [0.592, -0.403, -0.876], [-0.025, -0.904, 0.730], [-1.410, 0.619, 0.120], [-0.596, 0.571, -0.612], [0.945, -1.643, -0.422], [-0.656, 0.850, 0.359], [-2.689, 0.847, 0.616], [0.472, 1.494, 0.945], [1.940, -0.839, -0.307], [-0.442, 0.033, 1.574], [0.089, 1.396, 0.019], [0.877, -0.004, -0.294], [-0.432, 0.189, 0.211], [-0.374, -0.375, 0.199], [-0.422, 0.109, -0.450], [0.191, -0.409, -0.239], [0.933, -0.350, 0.335], [-0.194, -0.305, -0.853], [0.124, 0.193, -0.323], [0.471, -0.018, -0.637], [0.863, -0.593, -0.332], [-0.058, -0.238, -0.040], [0.265, 0.125, 0.145], [-0.569, -0.774, 0.143], [-0.361, -0.070, 0.156], [-0.215, 0.950, -0.175], [0.386, 0.001, 0.116], [-0.860, 0.233, 0.664], [-0.066, 0.321, 0.032], [0.195, -0.493, -0.897], [-0.165, 0.143, -0.097], [0.183, 0.163, -0.330], [0.019, -0.321, -0.038], [0.371, -0.372, -0.088], [-0.404, -0.157, -0.383], [0.455, -0.260, -0.587], [0.583, 0.294, -0.177], [-0.189, -0.129, 0.080], [0.027, -0.208, 0.376], [-0.830, 0.481, 0.539], [0.877, -0.227, 0.431]]
}